[1]
{"formula": "C16H19F17NO", "method": "the ωB97M-V functional and the def2-TZVPD basis", "symbols": ["F", "C", "F", "F", "C", "F", "F", "C", "F", "F", "C", "F", "F", "C", "F", "F", "C", "F", "F", "C", "F", "F", "C", "F", "F", "C", "C", "N", "C", "C", "C", "C", "H", "H", "H", "H", "H", "H", "H", "H", "H", "H", "H", "H", "H", "C", "C", "O", "H", "H", "H", "H", "H", "H"], "coordinates": [[-5.508971, 0.146844, -2.002074], [-5.040863, -1.045784, -1.474768], [-4.426008, -0.895262, -0.214664], [-6.188412, -1.830840, -1.215984], [-4.132914, -1.907482, -2.462497], [-3.936686, -3.153345, -1.805260], [-4.825980, -2.244450, -3.645211], [-2.670379, -1.331229, -2.732656], [-2.024801, -2.298886, -3.547690], [-1.920332, -1.321523, -1.529793], [-2.598008, 0.051777, -3.525434], [-1.583217, -0.102206, -4.504151], [-3.765020, 0.328879, -4.280570], [-2.345635, 1.336119, -2.610660], [-2.939882, 1.281469, -1.343509], [-2.968184, 2.422803, -3.280700], [-0.817224, 1.751587, -2.435921], [0.034711, 0.623940, -2.301048], [-0.424951, 2.349217, -3.664756], [-0.562264, 2.861509, -1.316969], [0.568966, 3.610606, -1.761093], [-1.593066, 3.786544, -1.167017], [-0.182740, 2.280344, 0.124628], [-0.687082, 0.997822, 0.391676], [-0.808633, 3.150009, 1.075665], [1.388332, 2.404520, 0.450072], [1.694876, 1.834236, 1.932418], [3.015044, 1.121156, 1.945862], [4.262024, 1.883476, 2.298546], [5.392368, 0.792958, 1.931448], [4.647383, -0.585921, 2.399892], [3.129851, -0.140916, 2.782240], [1.996629, 1.892697, -0.364930], [1.667084, 3.515934, 0.493270], [1.794419, 2.738320, 2.625643], [0.844704, 1.195412, 2.345542], [3.236922, 0.790979, 0.990413], [4.399137, 1.998213, 3.430912], [4.380990, 2.928742, 1.866904], [5.500681, 0.868092, 0.790085], [6.413095, 1.016485, 2.369743], [5.177528, -1.225411, 3.175915], [4.484140, -1.101251, 1.391070], [2.301649, -0.904949, 2.614638], [3.238284, 0.150572, 3.878979], [-1.721431, -3.321953, 1.277091], [-0.319236, -3.785839, 0.935472], [0.603134, -3.345989, 1.930734], [-1.756075, -2.231670, 1.350387], [-2.436691, -3.647408, 0.518559], [-2.034351, -3.717023, 2.247790], [-0.002449, -3.371261, -0.023567], [-0.273372, -4.877110, 0.871499], [0.322906, -3.723551, 2.773829]], "forces_ev_per_angstrom": [[1.625, -2.266, 1.208], [-2.642, -0.778, 1.562], [-1.035, 0.202, -3.167], [2.412, 1.655, -0.694], [-0.433, -2.262, 0.075], [-0.196, 2.570, -1.036], [1.667, 1.445, 2.508], [1.320, -2.159, -0.642], [-1.482, 1.901, 1.604], [-1.739, 0.501, -2.315], [-0.040, 0.235, -2.248], [-1.789, 0.784, 2.369], [2.135, -1.132, 1.999], [-0.851, 2.190, -0.121], [0.977, -0.490, -2.187], [1.393, -2.152, 1.432], [1.006, 0.166, -2.543], [-1.729, 2.282, 0.396], [-0.886, -1.220, 2.436], [0.714, 1.377, 0.198], [-2.026, -1.477, 0.890], [1.709, -2.159, -0.762], [0.287, 1.016, 2.077], [0.910, 2.120, -0.836], [0.964, -1.693, -1.554], [-0.406, 0.010, 0.594], [-1.143, 1.501, 0.011], [0.099, -0.551, 0.109], [2.633, 0.230, 1.546], [-1.053, 0.757, -0.435], [-0.843, 0.342, -2.102], [2.043, -0.567, 1.559], [-0.797, 0.551, 1.037], [-0.619, -1.680, -0.530], [-0.143, -1.406, -0.864], [1.418, 0.541, -0.740], [-0.561, 0.184, 0.273], [-1.052, -0.044, -1.485], [-0.515, -1.607, 0.026], [0.045, -0.583, 1.607], [-1.488, -0.317, -0.277], [-0.833, 0.949, -1.177], [0.685, -0.151, 1.701], [1.170, 1.147, -0.068], [-0.963, -0.115, -1.436], [-0.076, 0.064, -0.059], [-0.328, -0.101, 0.236], [0.358, 0.254, 0.109], [0.003, -0.052, -0.102], [-0.006, 0.023, 0.083], [-0.027, -0.090, -0.096], [0.137, -0.001, 0.144], [-0.057, 0.030, -0.157], [0.047, 0.026, -0.156]], "energy_ha": -2448.4139, "homo_ev": -12.8070, "total_charge": 1, "homo_lumo_gap_ev": 9.9, "e_lumo_ev": -2.9}


[2]
{"formula": "C18H42MnN5O6", "method": "the ωB97M-V functional and the def2-TZVPD basis", "symbols": ["Mn", "C", "C", "C", "O", "H", "H", "H", "H", "H", "H", "H", "C", "O", "N", "C", "C", "H", "H", "H", "H", "H", "H", "H", "C", "O", "N", "C", "C", "H", "H", "H", "H", "H", "H", "H", "C", "O", "N", "C", "C", "H", "H", "H", "H", "H", "H", "H", "C", "O", "N", "C", "C", "H", "H", "H", "H", "H", "H", "H", "C", "O", "N", "C", "C", "H", "H", "H", "H", "H", "H", "H"], "coordinates": [[-37.635489, -19.847155, -16.205077], [-39.722558, -22.488473, -18.773373], [-39.870038, -21.008561, -18.401651], [-41.077387, -20.867950, -17.435071], [-38.719476, -20.491780, -17.847529], [-39.210949, -22.609424, -19.728974], [-40.666072, -23.040062, -18.856251], [-39.195998, -23.051328, -18.003137], [-40.103289, -20.433128, -19.305404], [-41.451095, -19.843915, -17.321301], [-40.816124, -21.183138, -16.424247], [-41.920800, -21.416939, -17.863212], [-36.538793, -22.567811, -14.789966], [-37.009322, -21.629076, -15.422066], [-37.168455, -23.748544, -14.642850], [-36.391790, -24.907075, -14.194385], [-38.460256, -24.063254, -15.223830], [-35.559284, -22.571227, -14.295265], [-36.211781, -25.691727, -14.929587], [-36.849389, -25.252351, -13.268107], [-35.364383, -24.610002, -13.967222], [-38.996181, -24.742264, -14.565001], [-39.118682, -23.213476, -15.403725], [-38.276459, -24.473777, -16.216939], [-34.575752, -19.515897, -17.455223], [-35.701314, -19.768834, -17.053404], [-34.316305, -18.923902, -18.634497], [-35.435443, -18.576776, -19.493602], [-33.017650, -18.290485, -18.822217], [-33.687286, -19.724293, -16.845084], [-36.307619, -19.170575, -19.218035], [-35.208110, -18.922766, -20.503577], [-35.694965, -17.522115, -19.439453], [-32.254384, -18.743580, -18.198058], [-32.704904, -18.547399, -19.843805], [-33.071733, -17.202765, -18.799708], [-35.411102, -18.934576, -13.807619], [-36.410813, -19.130094, -14.485282], [-35.391296, -19.044070, -12.471485], [-34.100611, -18.986786, -11.783631], [-36.586044, -19.258586, -11.691829], [-34.458025, -18.596776, -14.234849], [-34.003332, -19.846101, -11.120029], [-33.982346, -18.040157, -11.254035], [-33.263397, -19.077218, -12.473716], [-36.339267, -19.640294, -10.699998], [-37.076559, -18.300540, -11.506840], [-37.233219, -20.004082, -12.148146], [-39.966008, -19.819081, -13.880203], [-39.365083, -19.535767, -14.906216], [-40.703545, -18.924614, -13.215480], [-41.457181, -19.296330, -12.018897], [-40.837635, -17.562376, -13.670384], [-39.973937, -20.789982, -13.369678], [-42.203941, -20.056077, -12.255099], [-42.038889, -18.443525, -11.679926], [-40.775623, -19.607877, -11.229431], [-41.901453, -17.333204, -13.794535], [-40.337869, -16.853905, -13.009797], [-40.485732, -17.385029, -14.686156], [-38.244165, -16.571761, -16.486495], [-37.734146, -17.676390, -16.534009], [-38.846492, -15.989990, -17.523191], [-39.268914, -14.599345, -17.519464], [-38.986532, -16.690604, -18.790289], [-38.245582, -15.948125, -15.581394], [-38.492745, -13.996616, -17.991883], [-39.403618, -14.272261, -16.486566], [-40.230770, -14.448401, -18.003044], [-38.282600, -16.319548, -19.536186], [-38.890762, -17.774785, -18.717714], [-40.014071, -16.547313, -19.131562]], "forces_ev_per_angstrom": [[-1.240, 0.144, -1.427], [-0.190, -0.468, -0.252], [-0.315, 0.151, 1.171], [-0.231, 0.376, -0.617], [0.962, 0.459, 0.593], [0.232, -0.031, 0.116], [-0.184, 0.401, -0.215], [0.406, 0.281, 0.109], [-0.256, -0.103, -0.281], [0.386, 0.150, -0.157], [-0.007, -0.445, -0.095], [-0.043, -0.217, 0.393], [-0.936, -0.667, -0.600], [0.318, -0.974, 0.910], [0.862, -0.088, -0.019], [0.478, 0.598, 0.751], [-0.159, 0.312, -0.574], [0.085, 0.338, -0.115], [-0.835, 0.006, -0.198], [0.108, -0.570, -0.180], [-0.182, 0.334, 0.241], [0.141, -0.276, -0.131], [0.451, 0.375, 0.281], [-0.269, -0.445, 0.060], [-0.392, 0.633, -0.281], [0.677, -0.402, -0.269], [0.062, 0.104, 1.227], [-0.109, -0.798, -0.373], [-0.146, -0.758, -1.854], [0.082, -0.064, -0.055], [0.040, 0.138, 0.353], [0.160, 0.541, -0.141], [0.145, 0.116, -0.132], [-0.144, 0.291, 0.454], [0.079, 0.195, 0.088], [0.042, 0.005, 0.504], [-0.935, -0.020, 0.007], [0.266, 0.404, 0.670], [1.302, -0.229, -0.071], [-0.057, 0.083, 0.028], [-0.073, -0.013, 0.526], [0.087, -0.240, -0.110], [-0.117, 0.196, 0.236], [-0.015, -0.169, 0.261], [-0.203, 0.111, -0.281], [0.320, -0.044, -0.128], [-0.375, -0.140, -0.278], [-0.175, 0.287, -0.258], [-0.283, 0.796, 0.323], [0.174, -0.398, 0.115], [-0.137, 0.093, 0.082], [-0.122, -0.057, -0.262], [-0.627, 0.570, -0.862], [0.220, -0.295, -0.321], [0.231, -0.233, 0.124], [0.242, 0.153, 0.050], [-0.193, -0.129, 0.115], [0.034, 0.147, 0.589], [-0.165, -0.019, 0.142], [0.543, -0.558, 0.130], [-0.259, 0.459, -0.266], [0.267, -0.273, 0.141], [-0.373, -0.203, -0.433], [0.307, -0.019, 0.713], [-0.533, -0.374, -0.276], [0.067, -0.041, 0.111], [-0.209, 0.227, -0.091], [0.192, 0.067, -0.027], [0.064, -0.236, -0.252], [-0.041, 0.104, -0.018], [0.374, 0.068, 0.489], [0.126, 0.283, -0.204]], "energy_ha": -2587.1346, "homo_ev": [-9.2239, -9.4576], "total_charge": 1, "multiplicity": 6, "homo_lumo_gap_ev": [7.4, 7.6], "e_lumo_ev": [-1.9, -1.9], "relative_energy_ev": 1.105, "s2": 8.75}


[3]
{"formula": "C5H10N2", "method": "the ωB97M-V functional and the def2-TZVPD basis", "symbols": ["C", "C", "C", "C", "C", "N", "N", "H", "H", "H", "H", "H", "H", "H", "H", "H", "H"], "coordinates": [[-0.935490, 1.169778, 1.520517], [1.413789, -0.644421, 1.448655], [-1.171567, -1.037537, -0.940891], [0.856216, 0.545379, -1.535294], [0.050245, -0.200464, -0.423950], [-0.543558, 1.232238, 0.338303], [0.874142, -0.970023, 0.399424], [-1.221607, 2.144817, 1.878259], [-1.062733, 0.363174, 2.207145], [2.021214, -1.438006, 2.036175], [1.275969, 0.331098, 1.975095], [-0.932727, -1.676491, -1.763123], [-1.540328, -1.595051, -0.184932], [-2.014341, -0.391722, -1.471427], [0.859834, 1.613452, -1.297795], [1.834958, 0.178500, -1.667963], [0.235984, 0.375280, -2.518199]], "forces_ev_per_angstrom": [[-0.454, 1.295, -0.152], [1.507, -0.149, 3.597], [0.161, 3.938, -2.851], [-2.894, -0.589, -1.468], [-1.672, 3.498, -0.112], [0.830, -2.876, -1.696], [-0.509, -1.593, -1.764], [-0.339, 0.360, 0.708], [0.128, -1.069, 0.253], [-0.756, 1.345, -1.097], [0.252, -0.548, -0.489], [0.874, -0.675, -0.348], [-1.483, -1.730, 2.486], [1.720, -0.819, 1.658], [0.096, -0.353, -0.177], [1.115, -0.594, -0.156], [1.424, 0.559, 1.609]], "energy_ha": -305.9140, "homo_ev": -8.6294, "homo_lumo_gap_ev": 9.7, "e_lumo_ev": 1.1, "relative_energy_ev": 2.989}


[4]
{"formula": "C3H7NO2", "method": "the ωB97M-V functional and the def2-TZVPD basis", "symbols": ["N", "C", "O", "C", "C", "O", "H", "H", "H", "H", "H", "H", "H"], "coordinates": [[1.049228, 0.503588, -1.328552], [0.446817, -0.693119, -1.041437], [0.734364, -1.686409, -1.685061], [-0.512390, -0.841512, 0.135303], [-0.817039, 0.316099, 1.074253], [0.338550, 0.766292, 1.758943], [0.732063, 1.416068, -1.051591], [1.726980, 0.455415, -2.075195], [-0.060385, -1.644107, 0.728586], [-1.445888, -1.258405, -0.262633], [-1.330178, 1.139134, 0.555323], [-1.511868, -0.052730, 1.839166], [0.649746, 1.579687, 1.352894]], "forces_ev_per_angstrom": [[0.017, -0.087, -0.044], [0.093, -0.184, -0.031], [-0.020, 0.232, 0.125], [0.019, -0.074, 0.018], [-0.261, -0.073, -0.187], [0.099, 0.247, 0.034], [-0.128, -0.227, 0.171], [-0.180, 0.090, -0.003], [-0.069, 0.068, -0.068], [0.144, 0.107, 0.007], [0.135, -0.074, 0.052], [0.070, 0.085, -0.167], [0.083, -0.111, 0.093]], "energy_ha": -323.7507, "homo_ev": -9.7961, "homo_lumo_gap_ev": 10.3, "e_lumo_ev": 0.5, "relative_energy_ev": 0.824}